Entry 1:
Formula: C7H6N4
Source: the OMol25 dataset
Level of theory: ωB97M-V with the def2-TZVPD basis set

Computed properties:
LUMO level ... -0.05 eV
Gap between HOMO and LUMO ... 9.1 eV
ΔE to the lowest compared entry with this formula, charge and spin ... 186.79 kJ/mol
SMILES ... c1cncc(-c2cnn[nH]2)c1

Element x y z (Å)
N -3.44 -0.83 0.05
N -3.47 0.48 -0.29
N -2.23 0.94 -0.28
N 2.18 -1.38 -0.25
C 0.83 -1.16 -0.07
C 0.90 1.17 0.34
C -2.13 -1.11 0.37
C 2.89 -0.24 -0.20
C -1.30 -0.08 0.03
C 0.15 -0.03 0.28
C 2.22 0.97 0.07
H -1.82 -2.21 0.53
H 2.71 1.91 0.18
H 0.39 2.00 0.67
H 3.93 -0.17 -0.50
H 0.09 -2.04 -0.22
H -1.91 1.80 -0.72

=====

Entry 2:
Formula: C52H133N7O17
Source: the OMol25 dataset
Level of theory: ωB97M-V with the def2-TZVPD basis set

Computed properties:
LUMO level (alpha / beta) ... 2.08 / 2.03 eV
Total charge ... -1
Gap between HOMO and LUMO (alpha / beta) ... 1.3 / 8.8 eV
Multiplicity ... 2

Element x y z (Å)
O -2.54 -1.93 -4.97
O -0.07 -0.33 -0.22
O 0.29 2.94 -5.77
O 4.92 0.62 2.39
O -2.38 6.73 -10.05
O -0.42 6.27 0.95
O -6.13 -4.76 4.50
O 3.84 -4.28 -1.11
O 0.77 -4.35 1.95
O -0.76 1.86 4.65
O -2.35 3.74 -2.87
O 5.85 -4.74 3.61
O 6.46 5.70 -1.30
O -4.32 -2.12 0.20
O 4.35 4.89 7.34
O -0.57 -1.64 -2.45
O -3.91 -7.98 4.39
N -6.50 -3.88 1.73
N 4.90 2.64 4.57
N -3.39 1.50 -4.63
N 5.82 -6.01 0.70
N -1.96 5.44 -7.52
N -1.92 -5.57 2.47
N -3.57 1.52 3.97
C 0.61 1.97 4.76
C -1.51 4.13 -7.09
C 4.45 6.30 7.66
C -3.61 7.44 -10.43
C 1.89 -3.56 1.82
C 4.16 5.70 -0.72
C 5.34 4.85 -1.06
C 4.59 3.18 5.88
C -2.67 -6.11 3.59
C -3.02 -7.61 3.33
C -1.53 -4.18 2.54
C 0.57 5.96 1.94
C 0.40 -3.70 -3.27
C -6.56 -5.12 5.76
C -2.84 -0.63 2.91
C 5.44 1.24 4.70
C 4.74 4.59 5.99
C -2.21 5.13 -2.45
C 0.72 -1.50 -4.49
C 5.90 0.63 3.37
C -3.76 0.13 -4.54
C 1.73 0.69 -1.28
C -6.08 -3.87 0.30
C -0.48 4.15 -5.93
C 0.87 4.48 1.93
C 5.01 4.10 -2.43
C -1.62 7.38 -8.99
C 5.85 -6.68 2.03
C -0.06 6.35 3.32
C -2.53 0.49 3.86
C -3.11 -0.79 -5.62
C 4.55 -6.23 0.03
C 4.57 -5.43 -1.21
C -3.28 -3.06 -5.02
C 0.48 0.89 -0.39
C 4.31 -3.16 -1.88
C -3.59 3.67 -3.47
C -0.48 -3.80 1.47
C 0.55 -2.19 -3.10
C -7.07 -5.41 3.58
C 5.32 0.15 1.04
C -3.96 -0.93 -0.47
C 5.02 -3.90 4.48
C -6.65 -5.40 2.13
C -3.41 -8.82 5.44
C 1.34 2.84 -4.81
C -4.15 2.28 -3.59
C -5.62 -2.53 -0.27
C -1.18 1.25 3.48
C -0.88 6.30 -8.18
C 5.19 -5.95 3.19
C -0.45 1.95 -1.01
H -3.56 -1.35 3.30
H 2.57 1.38 -1.24
H 6.30 1.17 5.36
H 0.84 2.88 5.32
H 0.77 -0.41 -4.45
H -6.91 -4.16 -0.35
H -4.62 -0.13 -0.13
H -5.50 -2.73 -1.33
H 4.52 0.72 4.97
H 5.76 4.22 -0.27
H -4.31 -2.92 -4.68
H 0.73 6.09 4.03
H -8.04 -4.91 3.65
H -2.59 5.44 -8.30
H -1.00 3.70 -7.95
H -4.28 -9.35 5.83
H -0.28 6.76 -7.40
H 1.39 -2.10 -2.41
H -3.51 -7.71 2.36
H 5.95 -5.01 0.67
H -4.83 -0.02 -4.60
H -0.42 -2.72 1.39
H -3.27 2.44 4.27
H -5.78 -6.05 2.00
H -3.17 -0.21 1.95
H 5.20 -6.55 4.10
H -3.64 4.19 -4.43
H -2.13 -8.23 3.26
H -5.90 -4.70 6.52
H 2.01 3.70 -4.91
H 4.11 -5.82 3.13
H 4.86 -4.27 5.49
H -3.00 5.38 -1.74
H -7.49 -5.82 1.57
H 1.42 6.64 1.84
H 1.13 2.00 3.80
H -0.70 -4.19 0.47
H -2.01 -6.18 4.45
H 1.06 1.15 5.32
H -2.92 -0.66 -0.28
H 1.23 4.06 0.99
H -2.01 -1.31 2.73
H 4.14 3.49 -2.20
H 2.75 -4.20 2.00
H -2.38 -0.22 -6.21
H -4.37 4.23 -2.95
H 5.21 2.72 6.65
H -2.43 -3.56 2.66
H -1.04 4.37 -5.02
H 1.90 1.91 -4.84
H 5.27 6.86 7.21
H -1.27 -1.47 -3.08
H -0.20 -1.71 -5.04
H -6.60 -6.17 6.08
H 4.28 -3.43 -2.93
H -2.15 5.76 -3.33
H 4.48 0.15 0.35
H -4.20 7.01 -11.23
H -7.47 -4.65 6.12
H 0.15 2.84 -1.22
H 5.38 -2.88 4.54
H 1.54 -1.84 -5.12
H 1.10 -4.15 -3.98
H -4.10 1.66 3.12
H 3.68 -5.92 0.60
H -1.30 2.02 2.71
H 0.85 3.01 -3.85
H -0.25 -0.75 -1.07
H 6.88 -6.94 2.26
H -1.14 5.64 1.09
H 5.62 -0.87 1.26
H -0.06 4.03 2.29
H 4.03 -3.68 4.07
H 1.83 -2.99 2.75
H -4.24 7.52 -9.54
H 4.07 2.51 4.01
H 4.52 6.27 8.75
H 5.76 4.96 5.85
H -0.96 8.12 -9.43
H -2.18 8.06 -8.34
H 3.49 6.74 7.40
H 3.35 5.08 -0.35
H 1.42 0.66 -2.33
H -2.93 -8.21 6.20
H 3.54 2.96 6.08
H 6.83 6.12 -0.51
H -3.47 -0.29 -3.58
H -3.19 -3.35 -6.07
H 0.61 -4.18 -2.32
H -7.15 -6.46 3.87
H 5.23 -7.58 1.99
H 1.57 4.20 2.73
H -0.24 5.76 -8.87
H -6.45 -1.83 -0.34
H -2.45 3.59 -6.96
H -4.09 1.78 -2.62
H -3.96 -1.12 -6.22
H -1.11 -6.16 2.42
H 5.26 -2.78 -1.48
H 5.81 3.51 -2.87
H -5.71 -3.51 2.25
H -0.93 5.72 3.48
H 4.20 -5.96 -2.09
H -2.37 0.10 4.87
H -1.19 5.17 -2.07
H 4.32 -7.28 -0.14
H -5.19 2.41 -3.88
H -2.39 1.58 -4.55
H 4.13 5.26 5.38
H 2.16 -0.30 -1.10
H -2.73 -9.50 4.93
H 5.58 -5.20 -1.56
H 0.27 4.93 -6.10
H 0.82 1.17 0.61
H 3.61 -2.34 -1.70
H -2.84 -3.88 -4.44
H 4.45 6.37 0.09
H -5.21 -4.49 0.12
H -3.99 -1.03 -1.55
H 3.88 6.31 -1.58
H 4.71 4.84 -3.18
H -0.61 -3.97 -3.59
H -0.54 0.47 3.05
H -3.58 -5.56 3.83
H 6.79 1.12 3.00
H 1.96 -2.98 0.91
H -1.30 2.26 -0.41
H -0.87 1.73 -1.99
H -3.39 8.49 -10.64
H 6.11 -0.42 3.59
H -0.95 -4.07 3.45
H 6.13 0.72 0.60
H -0.27 7.38 3.63

=====

Entry 3:
Formula: C4H15NO3
Source: the OMol25 dataset
Level of theory: ωB97M-V with the def2-TZVPD basis set

Computed properties:
LUMO level ... 0.66 eV
Gap between HOMO and LUMO ... 10.7 eV
ΔE to the lowest compared entry with this formula, charge and spin ... 94.65 kJ/mol
SMILES ... C=NCCC.O.O.O

Element x y z (Å)
O 0.93 -1.58 1.31
O 2.97 0.26 0.74
O 1.25 -1.16 -1.51
N -0.27 1.28 -0.86
C -3.03 -0.88 0.67
C -1.23 0.83 0.17
C -2.05 -0.33 -0.33
C 0.29 2.38 -0.62
H -1.39 -1.12 -0.70
H -3.62 -1.69 0.25
H 0.93 2.82 -1.39
H -2.53 -0.01 -1.26
H 0.72 -1.42 0.37
H 0.23 2.98 0.28
H 2.87 -0.35 1.47
H 2.18 -1.13 -1.27
H 3.35 1.08 1.08
H 0.97 -2.46 1.67
H -2.56 -1.12 1.62
H 0.89 -0.29 -1.28
H -1.90 1.68 0.36
H -3.79 -0.13 0.94
H -0.68 0.62 1.08

=====

Entry 4:
Formula: C34H33ClCoN3OTe
Source: the OMol25 dataset
Level of theory: ωB97M-V with the def2-TZVPD basis set

Computed properties:
LUMO level (alpha / beta) ... 2.43 / 0.94 eV
Total charge ... -1
Gap between HOMO and LUMO (alpha / beta) ... 4.6 / 5.1 eV
Multiplicity ... 4

Element x y z (Å)
Te -0.76 -1.43 -0.53
Co 0.24 1.78 -0.44
Cl -4.11 5.66 3.73
O -0.14 3.89 -0.20
N 2.14 1.00 -0.18
N 0.20 1.64 1.43
N 0.27 2.09 -2.52
C -2.69 1.25 0.25
C 0.69 0.91 -3.30
C 0.07 -5.38 1.20
C -2.13 4.03 2.85
C -1.33 -3.48 2.02
C -2.92 5.12 2.56
C 0.96 0.55 1.84
C -1.69 1.59 -0.67
C 0.98 -5.97 0.33
C -4.04 1.36 -0.04
C 3.96 -1.09 0.35
C -2.14 2.00 -1.93
C -1.02 4.23 0.67
C -1.20 3.56 1.93
C 1.61 -1.29 3.27
C -2.80 5.78 1.35
C -4.45 1.78 -1.30
C 4.11 -0.25 -0.75
C -0.37 -4.07 1.02
C 1.51 -5.19 -0.69
C -1.11 2.48 -2.92
C 2.90 -0.85 1.26
C 0.77 -0.22 3.00
C 2.02 0.23 0.95
C 1.73 -3.08 -2.01
C 1.18 3.21 -2.81
C -1.86 5.35 0.43
C -0.44 2.39 2.27
C -3.49 2.09 -2.25
C 1.10 -3.88 -0.90
C 0.11 -3.33 -0.07
C 1.40 -7.40 0.50
C 3.20 0.77 -0.98
C 2.67 -1.60 2.42
H -2.41 0.88 1.23
H 4.93 -0.38 -1.45
H -0.07 -0.01 3.66
H 1.08 3.53 -3.85
H -1.16 3.57 -2.95
H 1.03 -8.01 -0.32
H -1.76 5.86 -0.52
H -5.50 1.87 -1.54
H 2.49 -7.49 0.51
H 1.43 -1.89 4.15
H 2.26 -5.62 -1.35
H 0.04 0.07 -3.08
H 4.65 -1.90 0.53
H 2.61 -3.59 -2.41
H 3.32 -2.44 2.65
H 0.65 1.13 -4.38
H -2.25 3.51 3.80
H -1.32 2.11 -3.93
H -0.32 -5.96 2.03
H -2.30 -3.29 1.55
H 1.03 -2.92 -2.82
H 0.94 4.03 -2.14
H -1.47 -4.15 2.87
H -3.79 2.42 -3.24
H 1.02 -7.81 1.43
H -0.39 2.12 3.33
H -3.43 6.63 1.13
H 2.21 2.90 -2.63
H 3.34 1.43 -1.82
H 2.04 -2.10 -1.64
H -0.95 -2.52 2.39
H 1.70 0.63 -3.03
H -4.78 1.13 0.72

=====

Entry 5:
Formula: C17H44BBrN8O7P
Source: the OMol25 dataset
Level of theory: ωB97M-V with the def2-TZVPD basis set

Computed properties:
LUMO level ... -3.63 eV
Total charge ... +1
Gap between HOMO and LUMO ... 6.5 eV

Element x y z (Å)
Br -2.04 6.48 -0.76
P -0.95 0.78 -0.47
O -0.73 0.57 8.62
O 1.90 -4.58 -6.49
O -0.70 0.44 -2.13
O -0.09 -2.70 5.56
O -2.47 1.50 -0.19
O 1.30 -1.36 -3.37
O 1.47 1.46 2.49
N 0.41 1.65 0.17
N 0.48 -1.95 -6.34
N -1.01 -0.66 0.24
N 0.17 3.82 -0.96
N 1.94 -0.40 0.87
N -1.53 -0.08 5.66
N 1.99 3.59 0.43
N 0.92 4.94 -0.95
C -2.29 4.50 -0.99
C -0.25 -1.81 4.45
C 1.71 -2.23 -7.09
C -1.24 -3.49 5.82
C 0.50 -0.68 -5.62
C 0.74 -5.37 -6.23
C -1.05 3.84 -1.79
C 1.73 -3.67 -7.58
C -0.49 1.39 7.48
C -3.66 4.35 -1.84
C -0.19 -0.74 8.53
C 0.82 2.91 -0.09
C 1.54 -0.52 -4.49
C -1.51 1.21 6.35
C 1.83 -2.67 -3.49
C -0.29 -0.36 4.92
C 2.07 4.92 -0.12
B 1.27 0.88 1.18
H -0.49 -0.55 -5.18
H 0.63 0.14 -6.34
H 0.40 -5.87 -7.14
H 0.84 -3.91 -8.18
H -2.51 1.34 6.79
H -2.46 4.03 0.03
H -0.06 -4.76 -5.82
H -0.85 4.59 -2.65
H 1.01 -6.12 -5.49
H 1.45 0.51 -4.12
H -2.05 -2.88 6.22
H 0.59 -0.19 5.55
H 2.06 -0.98 1.72
H 0.65 5.75 -1.53
H -0.59 2.43 7.84
H 1.77 -1.55 -7.94
H 2.61 -3.80 -8.23
H 2.87 -0.29 0.44
H 2.83 5.73 0.09
H -2.92 1.47 -1.06
H 0.63 -1.95 3.81
H 0.04 -1.08 9.54
H 0.73 -0.77 7.94
H -3.99 3.27 -1.95
H -3.60 4.87 -2.85
H -1.68 -0.81 6.34
H -0.93 -1.42 8.12
H -1.14 -2.06 3.85
H -1.94 -0.73 0.69
H -0.23 0.30 4.06
H 2.06 -3.04 -2.48
H 2.59 -2.08 -6.46
H -4.47 4.91 -1.25
H 2.57 -0.62 -4.85
H -0.57 -0.53 -2.25
H 2.44 1.51 2.65
H 2.74 -2.70 -4.09
H 0.54 1.29 7.14
H -1.57 -4.01 4.92
H -1.33 2.87 -2.29
H -0.97 -4.23 6.57
H -1.39 2.01 5.62
H 1.08 -3.35 -3.90
H 0.32 -2.69 -5.67

=====

Entry 6:
Formula: C22H25F3N2O5S
Source: the OMol25 dataset
Level of theory: ωB97M-V with the def2-TZVPD basis set

Computed properties:
LUMO level ... -0.30 eV
Gap between HOMO and LUMO ... 7.8 eV
ΔE to the lowest compared entry with this formula, charge and spin ... 1674.93 kJ/mol

Element x y z (Å)
S 3.15 1.41 -0.14
F -2.81 4.28 2.06
F -3.91 5.34 0.50
F -1.80 4.60 0.00
O -2.71 1.67 0.66
O -3.69 -2.17 0.32
O 3.69 2.35 0.98
O 3.48 2.02 -1.55
O -3.43 1.18 -3.46
N 3.44 -0.03 0.27
N -1.57 1.62 -2.09
C -0.89 1.89 -0.91
C -4.69 -1.94 -0.70
C 3.80 -0.26 1.58
C 0.45 1.78 -1.15
C -5.86 -2.47 -0.51
C 5.74 -1.72 -1.06
C -2.83 4.36 0.56
C -5.63 -3.27 0.54
C -3.18 -0.24 -1.21
C 4.58 -0.96 -1.73
C -4.38 -3.21 1.08
C 5.18 -1.29 1.24
C -3.48 2.87 0.15
C -1.45 1.74 0.49
C -2.77 0.95 -2.47
C 6.07 -0.97 0.29
C -3.79 -3.88 2.29
C 3.30 -0.84 -0.93
C -4.35 -0.80 -1.37
C 0.84 1.80 1.37
C 1.39 1.52 -0.05
C -0.56 1.75 1.35
H 4.41 -1.70 -2.60
H -6.42 -4.13 1.02
H -6.69 -2.37 -1.02
H -2.86 -4.23 2.06
H -1.01 1.99 2.21
H 4.92 -0.04 -2.08
H -4.56 -4.65 2.67
H 1.56 1.75 2.18
H 7.02 -1.24 0.60
H 1.05 1.77 -2.13
H -3.47 3.03 -0.85
H -1.38 2.24 -2.83
H 2.41 -0.67 -1.62
H -4.49 2.91 0.44
H 6.14 0.38 0.19
H 4.83 -2.29 1.30
H 6.57 -1.64 -1.69
H 5.66 -1.20 2.64
H 4.24 0.47 2.15
H 3.20 -2.08 -0.41
H -3.62 -3.23 2.92
H 5.49 -2.59 -0.93
H -2.32 -0.36 -0.71
H 2.98 -0.83 2.30
H -4.99 -0.35 -2.21

=====

Number 1: M 146.2 g/mol, F_max 4.6 eV/A. Number 2: M 1128.7 g/mol, F_max 4.0 eV/A. Number 3: M 125.2 g/mol, F_max 1.7 eV/A. Number 4: M 721.6 g/mol, F_max 1.1 eV/A. Number 5: M 594.3 g/mol, F_max 7.6 eV/A. Number 6: M 486.5 g/mol, F_max 12.6 eV/A.